1.
59
Properties=species:S:1:pos:R:3:lowdin_charge:R:1 method="wB97M-V/def2-TZVPD" charge=-1 relative_energy_kcal_mol=61.2 orbital_gap_ev=7.399 homo_energy_ev=-5.54
C 26.052 -2.212 4.246 -0.04
C 26.373 -2.572 2.751 -0.42
C 25.819 -3.976 2.305 -0.07
O 25.570 -1.739 1.915 -0.37
H 26.148 -1.159 4.275 0.04
H 26.745 -2.676 4.994 0.09
H 25.019 -2.489 4.522 0.05
H 27.380 -2.537 2.469 0.11
H 24.794 -4.183 2.026 0.05
H 26.155 -4.844 2.846 0.05
H 26.251 -4.172 1.286 0.09
O 23.172 -2.102 2.654 -0.07
H 24.107 -2.183 2.437 -0.02
H 22.886 -1.442 2.040 0.04
O 24.027 -6.435 4.979 -0.08
H 24.376 -7.117 5.583 0.06
H 24.533 -5.606 5.203 0.04
O 25.048 -0.039 6.274 -0.05
H 24.207 -0.505 6.478 0.07
H 25.700 -0.688 6.462 0.00
O 23.830 0.242 1.183 -0.07
H 24.019 1.084 1.549 0.00
H 24.629 -0.345 1.404 0.02
O 22.908 -4.983 0.057 -0.06
H 23.034 -5.392 -0.826 0.07
H 21.942 -5.067 0.276 0.09
O 22.462 -4.234 3.931 -0.04
H 21.906 -3.824 4.568 0.02
H 22.813 -3.483 3.456 -0.04
O 23.636 -6.753 2.308 -0.05
H 23.364 -5.979 1.797 0.00
H 23.452 -6.511 3.190 -0.04
O 25.515 -2.244 8.062 -0.03
H 25.296 -2.903 7.441 -0.04
H 26.174 -2.539 8.671 0.04
O 26.929 -0.170 0.398 -0.05
H 26.634 -0.855 0.966 -0.06
H 26.985 0.586 0.952 -0.02
O 22.587 -0.261 4.591 -0.04
H 23.040 -0.934 4.085 -0.02
H 22.127 -0.853 5.180 0.01
O 25.785 -6.053 -1.620 -0.03
H 24.910 -6.383 -1.616 -0.01
H 26.078 -6.277 -0.754 -0.04
O 24.789 -2.848 -0.594 -0.07
H 24.085 -3.390 -0.177 -0.01
H 25.286 -2.570 0.167 -0.03
O 24.243 -3.991 6.446 -0.06
H 24.047 -3.688 5.534 0.03
H 23.561 -3.681 7.048 0.07
O 26.234 -7.097 0.867 -0.03
H 26.877 -6.688 1.386 0.01
H 25.367 -6.842 1.230 0.02
O 26.192 1.350 2.653 -0.01
H 26.045 0.447 2.655 -0.04
H 26.200 1.614 3.547 -0.03
O 26.174 2.116 5.252 -0.10
H 26.142 2.800 5.975 0.07
H 25.802 1.286 5.672 0.00

2.
75
Properties=species:S:1:pos:R:3:lowdin_charge:R:1 method="wB97M-V/def2-TZVPD" charge=+3 orbital_gap_ev="5.103 / 5.077" multiplicity=2 homo_energy_ev="-16.88 / -16.87"
Re -0.513 -0.568 -0.215 1.57
C 1.376 -4.282 1.046 0.05
C 0.562 -3.059 0.874 -0.17
N 0.225 -2.558 -0.263 -0.06
O 0.773 -3.097 -1.358 0.07
B -0.053 -3.032 -2.618 -1.04
F -1.178 -3.805 -2.475 0.21
F 0.787 -3.250 -3.646 0.24
O -0.541 -1.540 -2.781 0.05
N -1.472 -1.251 -1.854 -0.15
C -2.715 -1.558 -1.941 -0.15
C -3.369 -2.152 -3.115 0.05
C -3.424 -1.192 -0.667 -0.16
N -2.603 -0.744 0.214 -0.14
O -3.158 -0.244 1.334 0.04
B -2.623 -0.912 2.581 -1.07
F -3.284 -0.427 3.649 0.24
F -2.622 -2.286 2.397 0.19
O -1.141 -0.437 2.689 0.01
N -0.455 -1.108 1.741 -0.13
C 0.049 -2.267 2.038 -0.16
C 0.107 -2.803 3.411 0.06
C -4.881 -1.313 -0.462 0.06
H 1.522 -4.786 0.097 0.11
H 0.887 -4.956 1.753 0.12
H 2.354 -4.024 1.469 0.13
H -2.659 -2.340 -3.911 0.11
H -4.160 -1.480 -3.464 0.13
H -3.845 -3.094 -2.828 0.13
H -0.243 -2.077 4.134 0.11
H 1.130 -3.118 3.642 0.12
H -0.527 -3.695 3.469 0.14
H -5.409 -1.504 -1.392 0.10
H -5.272 -0.422 0.026 0.11
H -5.064 -2.146 0.229 0.14
O 1.297 -0.250 -0.536 -0.29
C 2.405 0.675 -0.681 -0.50
C 1.987 1.822 -1.571 -0.56
C 1.438 1.702 -2.834 -0.10
C 1.313 2.950 -3.485 -0.12
C 1.785 3.973 -2.714 -0.33
S 2.351 3.449 -1.195 1.10
C 2.901 1.080 0.690 -0.51
C 2.106 1.454 1.734 -0.15
C 2.838 1.730 2.924 -0.14
C 4.171 1.542 2.755 -0.35
S 4.542 1.025 1.178 1.10
C 3.446 0.018 -1.564 -0.34
C 3.351 -1.220 -2.210 -0.02
C 4.431 -1.463 -3.027 -0.02
C 5.352 -0.375 -3.038 -0.26
S 4.901 0.892 -2.049 1.16
H 1.167 0.747 -3.280 0.13
H 0.923 3.086 -4.486 0.13
H 1.834 5.023 -2.976 0.10
H 1.026 1.532 1.669 0.06
H 2.395 2.053 3.857 0.12
H 4.966 1.691 3.475 0.10
H 2.534 -1.910 -2.065 0.11
H 4.584 -2.375 -3.594 0.15
H 6.273 -0.319 -3.611 0.11
C -1.973 2.536 3.178 -0.18
As -1.610 3.058 1.386 0.92
C -0.285 4.426 1.404 -0.22
C -3.213 3.825 0.692 -0.21
S -0.959 1.740 -0.295 0.45
H -2.159 3.487 3.682 0.07
H -1.136 2.018 3.626 0.05
H -2.863 1.920 3.195 0.05
H -0.597 5.162 2.144 0.07
H -0.248 4.880 0.418 0.05
H 0.686 4.014 1.670 0.03
H -3.401 4.730 1.269 0.07
H -4.034 3.126 0.825 0.06
H -3.087 4.072 -0.358 0.05

3.
50
Properties=species:S:1:pos:R:3:lowdin_charge:R:1 method="wB97M-V/def2-TZVPD" relative_energy_kcal_mol=73.0 smiles="CCOc1ccc(/C=N/NC(=O)COc2ccccc2-c2ccccc2)cc1" orbital_gap_ev=8.683 homo_energy_ev=-7.97
C 9.340 -0.349 0.637 -0.07
C 7.952 0.230 0.865 -0.26
O 7.091 -0.323 -0.111 -0.05
C 5.781 0.024 -0.112 -0.27
C 5.185 0.913 0.779 -0.02
C 3.834 1.186 0.682 -0.03
C 3.043 0.587 -0.297 -0.22
C 3.651 -0.303 -1.191 -0.02
C 4.993 -0.578 -1.101 0.00
H 5.472 -1.262 -1.784 0.12
H 3.042 -0.766 -1.950 0.11
C 1.630 0.888 -0.362 -0.09
N 0.899 0.335 -1.251 0.08
N -0.432 0.570 -1.350 0.05
C -1.273 1.326 -0.601 -0.43
O -0.965 2.036 0.332 0.08
C -2.724 1.204 -1.086 -0.09
O -3.006 -0.051 -1.670 -0.07
C -3.175 -1.107 -0.784 -0.21
C -2.300 -2.181 -0.888 0.00
C -2.420 -3.270 -0.045 -0.08
C -3.409 -3.286 0.923 -0.08
C -4.290 -2.226 1.020 -0.02
C -4.202 -1.130 0.166 -0.12
C -5.209 -0.058 0.264 -0.20
C -5.518 0.511 1.498 -0.03
C -6.479 1.501 1.591 -0.08
C -7.149 1.928 0.457 -0.09
C -6.854 1.362 -0.772 -0.07
C -5.890 0.376 -0.871 -0.03
H -5.661 -0.069 -1.828 0.12
H -7.379 1.689 -1.658 0.10
H -7.901 2.700 0.531 0.10
H -6.704 1.941 2.551 0.10
H -4.985 0.187 2.380 0.12
H -5.084 -2.247 1.752 0.12
H -3.501 -4.127 1.594 0.10
H -1.734 -4.098 -0.138 0.11
H -1.527 -2.159 -1.640 0.11
H -3.384 1.434 -0.244 0.13
H -2.893 1.948 -1.871 0.15
H -0.860 0.036 -2.099 0.14
H 1.248 1.588 0.378 0.11
H 3.383 1.876 1.380 0.11
H 5.764 1.397 1.550 0.10
H 7.977 1.324 0.769 0.13
H 7.595 -0.027 1.872 0.13
H 9.309 -1.432 0.728 0.08
H 9.687 -0.096 -0.361 0.08
H 10.033 0.052 1.370 0.08

4.
20
Properties=species:S:1:pos:R:3:lowdin_charge:R:1 method="wB97M-V/def2-TZVPD" charge=+1 relative_energy_kcal_mol=91.5 orbital_gap_ev="7.684 / 7.684" homo_energy_ev="-13.53 / -13.53"
C -2.574 -0.194 2.117 0.26
C -1.973 0.352 1.209 -0.03
C 2.150 0.899 -0.605 -0.01
C 2.011 -0.289 0.044 -0.21
C 0.175 0.861 0.131 -0.28
C 2.842 -1.509 0.207 0.03
C -1.177 1.228 0.443 -0.23
N 1.003 1.600 -0.526 0.19
N -2.357 -0.541 -1.383 0.04
O 0.732 -0.352 0.520 0.14
O -1.592 2.393 0.168 0.21
H -3.152 -0.782 2.790 0.07
H 2.859 1.174 -1.260 0.10
H 2.275 -2.392 0.277 0.08
H 3.721 -1.584 -0.456 0.11
H 3.377 -1.438 1.215 0.13
H -3.320 -0.745 -0.996 0.07
H -1.716 -1.297 -1.221 0.03
H -2.419 -0.395 -2.401 0.05
H -0.864 3.010 -0.273 0.23

Energy (eV)
-38553.278 -160082.491 -33329.904 -14470.058